--- one ---
{"formula": "C2H3NO", "method": "ωB97M-V/def2-TZVPD", "gap_ev": 10.36, "mol_weight_g_mol": 57.1, "smiles": "C=C=NO", "charge": 0, "species": ["C", "C", "N", "O", "H", "H", "H"], "xyz": [[0.645, 0.980, -0.126], [-0.518, 0.700, 0.416], [-1.283, -0.260, 0.615], [-0.374, -1.283, -0.080], [0.697, 1.193, -1.186], [1.550, 0.857, 0.454], [-0.717, -2.187, -0.093]]}

---

--- two ---
{"formula": "C2H3NO", "method": "ωB97M-V/def2-TZVPD", "gap_ev": 8.72, "mol_weight_g_mol": 57.1, "charge": 0, "species": ["C", "C", "N", "O", "H", "H", "H"], "xyz": [[-0.479, 0.890, 1.216], [-0.361, -1.128, -0.348], [-0.563, 1.781, 0.567], [0.878, -1.665, -0.101], [1.441, -0.996, 0.053], [-0.387, -0.070, 1.617], [-1.033, -1.853, -0.725]]}

---

Short version: one, two, most stable first.

---

--- one ---
{"formula": "C2H3NO", "method": "ωB97M-V/def2-TZVPD", "gap_ev": 10.86, "mol_weight_g_mol": 57.1, "smiles": "CN=C=O", "charge": 0, "species": ["C", "N", "C", "O", "H", "H", "H"], "xyz": [[0.128, -0.459, -0.069], [1.418, 0.121, 0.142], [2.695, -0.108, 0.049], [3.911, -0.214, -0.104], [-0.806, 0.143, -0.031], [-0.040, -1.196, 0.798], [0.258, -0.886, -0.959]]}

---

--- two ---
{"formula": "C2H3NO", "method": "ωB97M-V/def2-TZVPD", "gap_ev": 9.83, "mol_weight_g_mol": 57.1, "smiles": "CC1=NO1", "charge": 0, "species": ["C", "C", "N", "O", "H", "H", "H"], "xyz": [[0.124, -0.281, 0.663], [-0.170, 0.277, -0.605], [-0.853, 0.270, -1.721], [0.325, 1.240, -1.333], [1.213, -0.210, 1.044], [-0.076, -1.318, 0.498], [-0.563, 0.023, 1.455]]}

---

Short version: one, two, most stable first.

---

--- one ---
{"formula": "CH4FOP", "method": "ωB97M-V/def2-TZVPD", "gap_ev": 9.99, "mol_weight_g_mol": 82.0, "charge": 0, "species": ["C", "O", "F", "P", "H", "H", "H", "H"], "xyz": [[0.937, -0.135, -0.798], [1.742, -0.772, -0.242], [-1.029, 1.430, -0.982], [0.408, 1.620, -0.293], [0.260, -0.742, -1.600], [-0.025, 1.077, 0.929], [-1.072, -1.412, 1.859], [-1.221, -1.065, 1.126]]}

---

--- two ---
{"formula": "CH4FOP", "method": "ωB97M-V/def2-TZVPD", "gap_ev": [7.56, 7.95], "mol_weight_g_mol": 82.0, "smiles": "OC=[PH2]F", "charge": 0, "species": ["O", "C", "P", "F", "H", "H", "H", "H"], "xyz": [[0.523, 0.225, -1.601], [-0.186, 0.949, -0.759], [0.175, 1.202, 0.962], [1.885, 1.474, 0.582], [1.105, -0.311, -1.014], [-0.807, 1.511, -1.374], [-1.265, 1.513, 1.544], [0.641, -0.093, 1.243]]}

---

Short version: one, two, most stable first.